Entry 1:
{
  "formula": "C31H25ClN4PSSc",
  "method": "ωB97M-V/def2-TZVPD",
  "homo_ev": -13.6752,
  "total_energy_ev": -91849.479,
  "max_force_ha_per_bohr": 0.0078,
  "orbital_gap_ev": 7.0,
  "spin_multiplicity": 1,
  "total_charge": 2,
  "relative_energy_kj_mol": 17.49,
  "symbols": ["Sc", "N", "C", "S", "N", "N", "C", "C", "C", "C", "C", "C", "C", "C", "C", "C", "C", "C", "N", "H", "H", "H", "H", "H", "H", "H", "H", "H", "H", "H", "Cl", "C", "C", "C", "C", "C", "C", "P", "C", "C", "C", "C", "C", "C", "C", "C", "C", "C", "C", "C", "H", "H", "H", "H", "H", "H", "H", "H", "H", "H", "H", "H", "H", "H"],
  "positions_angstrom": [[0.325971, -0.662995, -0.749042], [3.049346, -2.077951, -4.029169], [2.450327, -1.709626, -2.894622], [0.780268, -1.153919, -3.078443], [3.117363, -1.803841, -1.777757], [2.395286, -1.400690, -0.679613], [2.911443, -1.660818, 0.483347], [4.157626, -2.397862, 0.744989], [5.362180, -1.978967, 0.179225], [6.530978, -2.657453, 0.476447], [6.497496, -3.769124, 1.307893], [5.297551, -4.201097, 1.853940], [4.128419, -3.508661, 1.586553], [2.122494, -1.190324, 1.655818], [2.663514, -1.105565, 2.929650], [1.866419, -0.635911, 3.965758], [0.557900, -0.263546, 3.708964], [0.088403, -0.356450, 2.409254], [0.852442, -0.798056, 1.403805], [2.567348, -2.060252, -4.908459], [3.987637, -2.444539, -3.987510], [5.381688, -1.128251, -0.486801], [7.468169, -2.325643, 0.052808], [7.411346, -4.302762, 1.529523], [5.273898, -5.074446, 2.489995], [3.196888, -3.845391, 2.025466], [3.686837, -1.400341, 3.104228], [2.269686, -0.559494, 4.965968], [-0.094310, 0.102142, 4.487792], [-0.922381, -0.061748, 2.161031], [-1.657298, -2.254140, -0.362148], [-3.216695, -1.374487, -0.618094], [-4.319936, -2.200713, -0.671666], [-5.557594, -1.600959, -0.867699], [-5.659330, -0.224403, -1.013149], [-4.524781, 0.566492, -0.959450], [-3.258541, 0.005513, -0.748521], [-1.790874, 1.062427, -0.702717], [-1.967891, 2.243545, -2.052611], [-1.738274, 1.810187, -3.358493], [-1.929963, 2.679502, -4.418226], [-2.345251, 3.983068, -4.180274], [-2.572524, 4.420166, -2.883759], [-2.386355, 3.554151, -1.816313], [-1.842424, 1.971166, 0.856015], [-0.803208, 2.870889, 1.109293], [-0.738540, 3.531763, 2.323859], [-1.706774, 3.296840, 3.293980], [-2.740408, 2.407233, 3.045076], [-2.811199, 1.741847, 1.827861], [-4.223291, -3.271600, -0.572560], [-6.442908, -2.219906, -0.915769], [-6.624404, 0.232698, -1.177163], [-4.608070, 1.638078, -1.094000], [-1.418222, 0.794237, -3.566165], [-1.752622, 2.342420, -5.429697], [-2.493695, 4.661582, -5.008755], [-2.897471, 5.434484, -2.698749], [-2.568280, 3.902714, -0.808302], [-0.052785, 3.075573, 0.352389], [0.061142, 4.235268, 2.509203], [-1.659637, 3.822064, 4.237995], [-3.502961, 2.238875, 3.792674], [-3.631137, 1.056986, 1.644916]],
  "atomic_forces_ev_per_a": [[-0.18, -0.17, -0.17], [0.15, -0.03, 0.13], [0.05, -0.05, -0.11], [-0.02, 0.13, 0.31], [-0.29, 0.09, 0.10], [0.35, -0.09, -0.06], [-0.19, -0.09, 0.34], [0.14, 0.19, -0.29], [-0.01, -0.05, -0.01], [-0.02, -0.02, 0.02], [0.04, -0.01, -0.01], [-0.01, 0.00, -0.02], [0.03, -0.04, 0.07], [0.12, 0.06, 0.01], [-0.14, -0.04, -0.14], [-0.03, 0.03, 0.00], [-0.07, -0.02, -0.15], [0.10, -0.01, 0.19], [0.17, 0.04, -0.13], [-0.04, 0.02, -0.03], [-0.02, 0.01, -0.02], [-0.01, 0.02, 0.01], [0.02, 0.01, -0.01], [0.01, -0.01, 0.00], [-0.01, -0.02, 0.02], [-0.03, 0.01, -0.02], [0.01, 0.00, -0.02], [0.02, 0.00, 0.02], [-0.01, 0.00, 0.03], [-0.02, -0.01, 0.03], [-0.30, 0.19, 0.03], [0.24, -0.23, 0.04], [-0.07, 0.20, -0.02], [0.00, -0.06, 0.00], [0.04, -0.02, 0.01], [0.12, -0.02, -0.01], [-0.26, -0.03, -0.04], [0.27, -0.04, -0.24], [-0.16, 0.17, 0.08], [0.04, -0.07, -0.04], [0.00, 0.02, 0.00], [-0.01, 0.03, 0.00], [0.02, -0.04, 0.03], [0.00, -0.05, -0.03], [-0.03, 0.05, 0.01], [0.03, -0.03, 0.02], [-0.01, -0.01, -0.02], [0.03, 0.03, 0.00], [0.01, 0.02, 0.02], [-0.11, -0.03, -0.01], [0.00, -0.03, 0.01], [0.00, -0.01, 0.00], [-0.02, 0.01, 0.00], [0.01, 0.02, 0.00], [0.00, 0.00, 0.06], [0.00, -0.01, -0.02], [0.01, 0.00, -0.02], [0.00, 0.02, -0.01], [-0.01, -0.01, 0.02], [0.00, -0.02, -0.02], [0.01, 0.02, 0.02], [0.00, 0.00, 0.02], [-0.02, -0.01, 0.02], [0.05, 0.01, -0.02]]
}

Entry 2:
{
  "formula": "C31H25ClN5O8PRe",
  "method": "ωB97M-V/def2-TZVPD",
  "homo_ev": [-14.4729, -14.4572],
  "total_energy_ev": -80298.597,
  "max_force_ha_per_bohr": 0.0237,
  "orbital_gap_ev": [6.2, 6.4],
  "spin_multiplicity": 2,
  "total_charge": 2,
  "relative_energy_kj_mol": 119.28,
  "symbols": ["Re", "O", "Cl", "O", "O", "O", "O", "N", "O", "C", "C", "C", "C", "C", "C", "N", "C", "C", "N", "C", "C", "C", "C", "H", "H", "H", "H", "H", "H", "H", "O", "N", "N", "O", "C", "C", "C", "C", "C", "C", "H", "H", "H", "H", "H", "C", "P", "C", "C", "C", "C", "C", "C", "C", "C", "C", "C", "C", "C", "H", "H", "H", "H", "H", "H", "H", "H", "H", "H", "H", "H", "H"],
  "positions_angstrom": [[-0.370451, -0.343258, 0.288167], [0.075750, -2.858192, 2.766645], [0.688126, -1.585473, 2.961582], [1.927342, -1.633220, 3.630356], [-0.202404, -0.594737, 3.468293], [1.042063, -1.080249, 1.447611], [-6.334308, -3.137773, 3.197108], [-5.480037, -3.967497, 2.964368], [-5.547151, -5.144879, 3.211793], [-4.276158, -3.498361, 2.231129], [-3.630881, -4.419132, 1.501483], [-2.503534, -4.044504, 0.696176], [-1.773240, -4.964665, -0.075476], [-0.715329, -4.528008, -0.838348], [-0.394876, -3.180421, -0.840294], [-1.058036, -2.280626, -0.094423], [-2.101535, -2.720254, 0.685064], [-2.748323, -1.768221, 1.534142], [-2.201197, -0.526003, 1.542894], [-2.739330, 0.407564, 2.308894], [-3.857131, 0.151293, 3.102579], [-4.411661, -1.101815, 3.114418], [-3.853248, -2.117925, 2.304585], [-3.975701, -5.444784, 1.512864], [-2.043853, -6.013929, -0.055826], [-0.128965, -5.208459, -1.439013], [0.421176, -2.815767, -1.447645], [-2.253436, 1.375596, 2.321517], [-4.265616, 0.941160, 3.716672], [-5.269788, -1.312721, 3.731549], [-1.595578, 0.713594, -0.825327], [-1.561591, 2.022681, -0.868679], [-0.750834, 2.446601, -0.004602], [-0.105355, 1.582259, 0.729897], [-0.524221, 3.865381, 0.228950], [0.617976, 4.224922, 0.918064], [0.849074, 5.575687, 1.123053], [-0.048471, 6.518103, 0.642256], [-1.191198, 6.121003, -0.042916], [-1.445449, 4.778296, -0.257062], [1.308561, 3.474981, 1.274913], [1.734872, 5.889479, 1.658670], [0.139855, 7.571207, 0.804390], [-1.893107, 6.859357, -0.406373], [-2.333813, 4.453494, -0.781618], [0.357113, -0.390725, -3.108693], [1.262441, -0.165468, -1.554636], [1.923452, 1.514648, -1.606111], [1.407149, 2.470237, -2.476408], [1.965402, 3.744241, -2.516203], [3.035838, 4.054953, -1.693641], [3.544936, 3.103449, -0.813089], [2.987495, 1.837028, -0.761092], [2.699456, -1.251551, -1.680315], [3.021397, -2.218893, -0.729170], [4.157751, -3.001519, -0.895151], [4.973737, -2.816238, -1.999583], [4.665192, -1.841665, -2.943859], [3.533817, -1.061891, -2.787417], [0.978663, -0.081303, -3.948676], [-0.568821, 0.181337, -3.112842], [0.115196, -1.446583, -3.232226], [0.581902, 2.232211, -3.137993], [1.572555, 4.482926, -3.203246], [3.483819, 5.039700, -1.742010], [4.384788, 3.348000, -0.174703], [3.394163, 1.095530, -0.080483], [2.410256, -2.355877, 0.150873], [4.409293, -3.747252, -0.152064], [5.857626, -3.427639, -2.126375], [5.313045, -1.685146, -3.796237], [3.313354, -0.294294, -3.521131]],
  "atomic_forces_ev_per_a": [[0.36, -1.14, -0.27], [0.14, 0.48, -0.09], [-0.02, -0.15, 1.02], [-0.41, 0.02, -0.60], [0.39, -0.42, -0.19], [-0.71, 0.78, -0.17], [0.09, 0.02, 0.05], [-0.22, 0.00, -0.19], [0.10, 0.01, 0.07], [-0.10, 0.19, 0.22], [0.19, -0.13, -0.17], [-0.11, -0.28, -0.01], [-0.03, -0.08, 0.01], [-0.02, -0.10, -0.01], [-0.24, 0.22, 0.09], [-0.12, -0.19, -0.09], [0.31, 0.27, -0.13], [0.22, 0.27, -0.28], [0.30, 0.02, 0.41], [0.07, -0.10, -0.03], [-0.01, 0.04, 0.00], [-0.03, -0.08, -0.01], [-0.19, -0.06, 0.13], [0.02, 0.01, 0.00], [-0.01, 0.03, -0.03], [-0.02, -0.01, 0.01], [0.02, 0.02, 0.06], [0.00, -0.02, 0.00], [0.00, -0.01, -0.01], [0.00, -0.01, 0.02], [-0.28, 0.11, -0.23], [0.03, -0.39, -0.02], [0.38, 0.55, 0.09], [-0.14, 0.38, 0.31], [-0.08, -0.41, -0.08], [0.09, 0.00, 0.07], [0.03, -0.01, 0.02], [0.01, 0.03, -0.01], [-0.03, 0.03, -0.02], [-0.11, 0.01, -0.08], [0.00, 0.01, 0.00], [-0.02, -0.01, -0.01], [-0.01, -0.02, 0.01], [0.02, -0.01, 0.01], [0.03, 0.01, 0.01], [-0.01, -0.02, -0.07], [0.14, 0.09, 0.26], [0.01, -0.03, -0.04], [-0.01, 0.10, -0.03], [-0.05, -0.06, -0.01], [0.05, 0.00, 0.05], [-0.01, 0.03, 0.00], [0.01, 0.04, 0.02], [0.04, -0.03, 0.06], [0.01, 0.01, -0.05], [-0.03, 0.01, 0.01], [0.01, 0.01, -0.04], [0.01, -0.03, 0.03], [0.00, 0.00, -0.01], [-0.01, -0.03, 0.00], [0.00, 0.00, -0.01], [-0.02, 0.02, -0.02], [0.05, 0.02, 0.00], [0.01, -0.02, 0.02], [-0.01, -0.03, 0.01], [-0.02, -0.01, -0.03], [0.00, 0.01, -0.05], [-0.01, 0.00, 0.00], [-0.01, 0.02, -0.02], [0.00, 0.02, 0.01], [-0.02, -0.02, 0.01], [0.01, -0.01, 0.03]]
}

Entry 3:
{
  "formula": "C31H25F3IN5O8SSn",
  "method": "ωB97M-V/def2-TZVPD",
  "homo_ev": -1.8743,
  "total_energy_ev": -89305.597,
  "max_force_ha_per_bohr": 0.0530,
  "orbital_gap_ev": 5.3,
  "spin_multiplicity": 1,
  "total_charge": -2,
  "relative_energy_kj_mol": 108.32,
  "symbols": ["Sn", "O", "C", "C", "O", "C", "C", "O", "C", "O", "O", "C", "C", "C", "C", "C", "C", "C", "N", "C", "N", "C", "C", "C", "C", "C", "C", "C", "N", "C", "C", "C", "C", "C", "C", "C", "H", "H", "H", "H", "H", "H", "H", "H", "H", "H", "H", "H", "H", "H", "H", "H", "H", "H", "H", "H", "H", "H", "F", "C", "F", "F", "S", "O", "O", "O", "I", "C", "C", "N", "N", "C", "H", "H", "H"],
  "positions_angstrom": [[0.319954, -1.797201, 0.656772], [1.042408, -0.551441, 6.957629], [1.080425, -0.803952, 5.758845], [1.367929, -2.134160, 5.133695], [1.913230, -3.097601, 5.677693], [0.979117, -2.000187, 3.738118], [0.853295, -0.624813, 3.416681], [0.776880, -0.182221, 2.222109], [0.874811, 0.167540, 4.638348], [0.772677, 1.389918, 4.750272], [0.893096, -2.926092, 2.860235], [-2.465317, 4.676278, -1.651958], [-1.952445, 3.937952, -2.852699], [-2.206011, 4.381679, -4.137989], [-1.743277, 3.687960, -5.245384], [-1.022168, 2.522181, -5.061201], [-0.752146, 2.058032, -3.787741], [-1.208013, 2.758647, -2.667364], [-0.952977, 2.334752, -1.377008], [-0.219611, 1.165963, -1.056259], [1.030069, 1.233849, -1.528345], [2.082037, 0.306155, -1.577276], [1.947947, -0.954686, -0.994126], [3.012624, -1.824163, -1.244501], [4.123204, -1.478525, -1.990175], [4.237912, -0.188105, -2.479626], [3.225932, 0.732343, -2.268971], [3.389078, 2.151093, -2.762946], [-0.752933, 0.224271, -0.371458], [-2.046049, 0.417632, 0.140864], [-2.205990, 1.098629, 1.345085], [-3.468453, 1.295739, 1.868124], [-4.579851, 0.815129, 1.195792], [-4.417105, 0.115947, 0.012417], [-3.158413, -0.099080, -0.525632], [-2.965311, -0.906431, -1.772756], [-2.973715, 5.594038, -1.938815], [-1.646386, 4.921776, -0.976394], [-3.173467, 4.054135, -1.102940], [-2.778723, 5.288109, -4.281515], [-1.952187, 4.052217, -6.240891], [-0.677383, 1.955648, -5.914751], [-0.206770, 1.135290, -3.656111], [-1.672686, 2.540271, -0.696773], [1.235340, 2.112976, -1.979540], [2.946172, -2.827454, -0.830936], [4.923386, -2.187554, -2.175245], [5.122522, 0.110940, -3.030166], [4.401744, 2.311091, -3.131153], [3.218259, 2.866640, -1.957374], [2.706703, 2.383759, -3.584611], [-1.320114, 1.409070, 1.876069], [-3.586756, 1.797903, 2.817894], [-5.572225, 0.951241, 1.605369], [-5.279408, -0.308930, -0.485846], [-3.894876, -1.384213, -2.072762], [-2.218891, -1.680461, -1.582339], [-2.607511, -0.282034, -2.594673], [-4.517934, -4.241846, 2.287456], [-3.958312, -3.040336, 2.032724], [-4.554760, -2.170807, 2.862633], [-4.358137, -2.718848, 0.787799], [-2.073464, -3.045061, 2.273445], [-1.962609, -3.750689, 3.509130], [-1.653336, -3.741498, 1.075014], [-1.812153, -1.627225, 2.267178], [7.548268, -3.847110, 1.875181], [5.552071, -3.274304, 2.093556], [4.519908, -4.073813, 2.537531], [3.423556, -3.312717, 2.475997], [3.687038, -2.093759, 2.033592], [4.979252, -2.038796, 1.789249], [4.508025, -5.090777, 2.873879], [2.429215, -3.502914, 2.721866], [5.443787, -1.146988, 1.418007]],
  "atomic_forces_ev_per_a": [[1.04, 0.81, -0.31], [0.10, -0.17, -0.93], [-0.08, 0.20, 1.26], [0.66, -0.79, 0.37], [-0.54, 0.52, -0.32], [-0.12, 0.12, -0.26], [0.16, -0.29, 0.10], [-0.37, -0.28, -0.78], [-0.14, 1.02, -0.12], [0.02, -0.63, -0.05], [0.12, 0.17, 0.05], [0.04, -0.09, -0.10], [0.00, 0.03, 0.15], [0.05, -0.11, -0.07], [-0.02, 0.04, -0.15], [-0.01, 0.05, -0.08], [-0.06, -0.06, 0.12], [0.01, 0.10, -0.61], [-0.01, 0.04, 0.61], [-0.64, 0.21, 0.06], [0.41, 0.73, -0.21], [0.11, -0.73, 0.09], [0.11, 0.26, 0.25], [-0.41, -0.14, 0.15], [0.29, -0.10, -0.14], [0.04, 0.00, 0.04], [0.08, 0.15, -0.14], [-0.04, -0.20, -0.02], [0.74, -0.34, 0.21], [-0.75, 0.32, 0.13], [0.12, -0.01, -0.18], [-0.16, 0.09, 0.08], [-0.11, 0.02, -0.01], [-0.04, 0.05, 0.05], [0.13, -0.02, -0.09], [0.11, -0.01, 0.06], [-0.02, 0.03, -0.03], [0.02, 0.04, 0.12], [-0.10, 0.02, 0.16], [-0.05, 0.09, 0.06], [-0.02, 0.02, -0.08], [0.05, -0.03, -0.05], [0.02, -0.06, -0.01], [0.03, -0.08, -0.05], [-0.16, -0.08, 0.16], [0.15, -0.09, 0.05], [-0.03, -0.06, 0.05], [0.05, 0.04, 0.00], [0.02, -0.02, 0.00], [-0.02, 0.14, 0.02], [-0.09, 0.09, -0.03], [0.17, 0.06, 0.14], [0.05, 0.03, 0.06], [-0.02, 0.00, 0.05], [-0.03, -0.01, -0.04], [-0.07, -0.03, -0.03], [0.00, -0.05, -0.13], [0.05, -0.04, -0.08], [0.20, -0.17, 0.04], [0.16, -0.13, 0.18], [-0.02, 0.21, 0.16], [0.22, 0.07, -0.19], [-2.37, -1.25, -0.49], [0.24, -0.01, 0.51], [-0.01, -0.25, 0.11], [0.49, 0.68, 0.15], [-0.33, 0.11, 0.06], [0.69, -0.50, -0.01], [0.19, -0.04, -0.07], [0.14, -0.29, 0.04], [-0.55, 0.76, -0.17], [0.07, -0.17, 0.07], [-0.03, -0.15, 0.08], [0.07, 0.02, 0.05], [0.04, 0.17, -0.10]]
}